Entry from OMol25: a 6-piece molecular cluster, C23H44F3NO21S2 overall at a distorted geometry (the ωB97M-V functional and the def2-TZVPD basis).

Output
E_HOMO, eV: -10.6
E_tot, Ha: -3633.29803
LUMO energy, eV: -2.43
SMILES: CS(=O)(=O)NC(=O)OS(=O)(=O)C(F)(F)F.CCOC(=O)OC.CCOC(=O)OC.CCOC(=O)OC.CCOC(=O)OC.CCOC(=O)OC

Element x y z (Å)
C -4.801796 -2.296934 2.070924
S -4.085601 -3.141287 0.516850
O -5.135167 -4.269202 0.171061
O -2.763227 -3.795169 0.969361
N -4.002000 -2.112485 -0.875798
C -2.624382 -1.990152 -1.478769
O -1.880503 -3.075324 -1.833822
O -1.969895 -0.686929 -1.829842
S -1.699055 0.272836 -0.458938
O -2.852182 0.328685 0.568243
O -1.534198 1.749437 -0.992976
C -0.123617 -0.099242 0.490713
F -0.034549 -1.472002 1.043463
F 1.077329 0.250534 -0.334263
F -0.113094 0.878307 1.644808
H -4.157296 -2.675256 2.997573
H -5.916497 -2.667290 2.230182
H -4.762760 -1.132265 1.962577
H -4.492598 -1.198805 -0.766644
C -1.734540 4.088173 1.292491
C -2.429948 5.153293 2.123383
O -1.837186 5.264914 3.423183
C -0.643183 5.903203 3.471332
O -0.043770 6.384972 2.520571
O -0.208801 5.889656 4.756862
C 1.098160 6.436726 4.927280
H -1.719285 3.132712 1.826469
H -2.242386 3.952464 0.333524
H -0.692508 4.354943 1.091921
H -3.475464 4.863735 2.276011
H -2.435872 6.125241 1.615919
H 1.164590 7.446733 4.511098
H 1.838604 5.778246 4.464585
H 1.305580 6.491543 5.999453
C 3.053724 0.731435 3.142651
C 1.865124 0.245242 3.954623
O 2.268740 -0.713252 4.940368
C 2.897979 -0.207452 6.028302
O 3.141637 0.972519 6.237213
O 3.240996 -1.242077 6.836601
C 4.012603 -0.852473 7.972079
H 3.592316 -0.114793 2.704372
H 2.727512 1.400014 2.341071
H 3.770254 1.272652 3.767865
H 1.159390 -0.263447 3.288724
H 1.324508 1.076850 4.421955
H 3.508810 -0.068611 8.546088
H 5.003469 -0.519995 7.650234
H 4.133428 -1.727641 8.616332
C 4.414344 0.135414 -5.129468
C 3.126492 0.283354 -5.921934
O 2.408970 -0.955643 -5.979864
C 1.756688 -1.310134 -4.846621
O 1.726056 -0.673955 -3.802743
O 1.165321 -2.512966 -5.058603
C 0.533159 -3.054413 -3.899429
H 5.023201 -0.679703 -5.533388
H 4.994903 1.061746 -5.157795
H 4.213213 -0.109226 -4.082127
H 3.369761 0.556915 -6.954519
H 2.490488 1.080474 -5.519027
H -0.181746 -2.346722 -3.468361
H 1.290158 -3.336780 -3.162434
H -0.010890 -3.954295 -4.199100
C -0.368792 2.698737 -5.722533
C -1.715118 2.243358 -5.185422
O -2.366254 3.294714 -4.461556
C -2.917271 4.274529 -5.217676
O -2.909408 4.333989 -6.439047
O -3.455509 5.199453 -4.383245
C -3.974468 6.346406 -5.055299
H 0.253860 3.095118 -4.914164
H 0.156944 1.869018 -6.203271
H -0.482448 3.501842 -6.456924
H -1.560035 1.421044 -4.478320
H -2.363899 1.863566 -5.983594
H -4.694986 6.062825 -5.828714
H -3.153447 6.926674 -5.485595
H -4.488246 6.968275 -4.317131
C 1.305147 -8.092149 3.194667
C 2.396593 -7.519960 2.305961
O 1.890460 -7.202629 1.003486
C 1.136057 -6.080165 0.923968
O 0.860013 -5.329380 1.848883
O 0.711164 -5.947038 -0.357906
C -0.189138 -4.857381 -0.554330
H 0.827698 -8.951358 2.712924
H 1.715675 -8.406488 4.158306
H 0.516932 -7.357015 3.383131
H 3.178485 -8.274589 2.166587
H 2.872835 -6.643062 2.760362
H 0.238667 -3.917105 -0.192949
H -1.139213 -5.067210 -0.055062
H -0.375811 -4.761060 -1.627389

Atomic forces in eV per Å
-0.55 0.91 0.87
-1.07 -8.62 2.48
3.51 5.05 0.77
-3.65 3.53 -2.03
3.61 1.76 -0.91
3.64 -6.97 -1.89
-5.85 7.96 2.64
-1.18 -1.24 3.47
-4.66 8.95 0.20
3.95 -2.27 -3.36
0.50 -6.82 1.44
4.61 -0.18 2.56
-0.33 5.06 -2.22
-4.57 -1.68 3.00
-0.32 -3.61 -4.23
-1.12 0.82 -2.43
2.48 0.70 -0.82
0.05 -2.25 0.26
0.57 -0.81 0.05
0.28 0.00 0.01
-0.15 -0.18 -0.70
0.81 0.64 0.36
0.32 0.00 -0.55
-0.92 -0.62 1.45
-0.50 0.03 -0.95
0.47 0.21 0.16
-0.19 0.09 -0.07
0.03 0.00 0.15
-0.20 0.08 -0.02
0.26 0.10 0.32
0.20 -0.14 0.17
-0.02 -0.27 -0.07
-0.08 0.20 -0.06
-0.31 -0.15 -0.18
0.31 0.05 0.13
-0.05 0.43 -0.52
0.33 0.19 1.05
0.24 0.53 -0.14
-0.43 -1.73 -0.23
-0.40 0.74 -0.65
0.24 0.06 0.45
-0.20 0.05 -0.04
-0.02 -0.10 0.07
-0.22 0.00 -0.05
0.22 -0.19 0.46
0.23 -0.15 0.07
0.14 -0.05 -0.23
-0.18 0.12 0.08
-0.17 0.02 -0.34
0.03 -0.21 0.28
0.48 0.55 0.11
-0.77 -0.36 0.70
0.20 0.09 0.41
-0.10 -0.82 -1.47
0.51 1.08 -0.02
-0.30 -0.19 0.37
-0.05 0.18 -0.10
-0.08 -0.10 -0.06
-0.06 0.15 -0.16
-0.25 -0.33 0.10
0.04 -0.28 0.08
0.32 -0.12 -0.07
-0.14 0.16 0.01
0.20 0.22 -0.20
0.07 0.34 -0.11
0.43 -0.43 -0.38
-0.70 0.75 -0.37
0.28 0.03 -0.57
-0.12 -0.11 1.81
0.36 -0.84 -0.54
-0.24 0.44 -0.17
-0.07 -0.21 0.00
-0.09 0.03 0.09
-0.09 -0.20 0.04
-0.19 0.35 0.12
0.06 0.28 0.09
0.27 0.00 0.06
-0.16 -0.13 -0.09
0.20 -0.32 0.06
-0.34 0.11 0.00
0.10 -0.17 0.64
-0.36 0.84 -0.29
-0.38 0.25 0.37
0.52 -1.03 -1.36
0.69 -0.25 1.09
-0.39 0.22 -0.20
0.20 0.01 0.06
0.01 0.01 -0.13
0.22 -0.02 0.00
-0.19 0.20 -0.32
-0.25 -0.04 -0.16
-0.09 -0.22 0.08
0.27 0.19 -0.03
0.28 -0.35 0.28

Atom charges from the Löwdin analysis, given in e for atoms 1 to 2: C -0.13; S 0.79